{
  "formula": "CH7N2PS",
  "method": "ωB97M-V/def2-TZVPD",
  "symbols": ["C", "N", "N", "P", "S", "H", "H", "H", "H", "H", "H", "H"],
  "coordinates": [[-1.75889, -0.74076, -0.51016], [-0.41366, 0.05297, 1.29057], [-1.12785, 0.32908, 0.25205], [-1.36503, 1.88132, -0.25652], [4.29765, 0.32341, -0.11178], [-2.53151, -1.21983, 0.09578], [-2.21094, -0.32627, -1.41042], [-1.00926, -1.48711, -0.78643], [-0.40193, -0.94831, 1.48520], [3.05513, 0.16895, 0.33399], [-0.60680, 2.40506, 0.79089], [4.07310, -0.43851, -1.17319]],
  "forces_ev_per_angstrom": [[-0.3020, -0.4711, -0.3368], [0.2163, -0.1315, 0.3383], [0.6582, -0.6473, 0.9591], [-0.5600, 0.8927, -0.9740], [0.3021, 0.2230, 0.1943], [0.0971, 0.1098, 0.0054], [0.0198, -0.0564, 0.0670], [-0.0312, 0.1708, 0.0519], [-0.2470, -0.1083, -0.3900], [-0.2828, -0.0112, 0.1052], [0.1860, 0.2310, 0.2670], [-0.0564, -0.2016, -0.2874]],
  "largest_force_ha_per_bohr": 0.028,
  "total_charge": 0,
  "e_lumo_ha": [-0.0063, 0.0030],
  "orbital_gap_ev": [7.77, 7.82],
  "homo_ha": [-0.2917, -0.2844]
}